275
Properties=species:S:1:pos:R:3:forces:R:3 method="wB97M-V/def2-TZVPD" orbital_gap_ha=0.25230 e_tot_ha=-8918.61018 largest_force_ha_per_bohr=0.210 e_homo_ev=-14.184 multiplicity=1 charge=+3
C -7.8211 -3.1856 4.9654 -1.59 -0.49 0.57
C -6.9184 -3.2702 6.1696 0.09 1.26 -0.11
C -5.4756 -3.1009 5.6421 -0.87 -1.03 -0.94
N -4.4355 -3.4763 6.6322 1.29 0.35 0.56
C -4.4662 -4.9053 7.1394 -0.81 1.24 0.00
C -4.0050 -5.8319 6.0870 -0.83 -2.78 0.54
C -2.6272 -5.5640 5.5923 0.68 -0.23 -1.28
C -2.6350 -4.2086 4.9753 0.47 1.78 -0.52
C -3.0315 -3.2097 6.0663 -1.02 -0.19 -1.39
C -4.5633 -2.5173 7.7795 -1.65 0.00 0.05
H -7.6375 -2.3692 4.2920 0.19 0.48 -0.17
H -8.8714 -3.1481 5.3364 0.62 0.14 -0.49
H -7.7276 -4.1218 4.4457 -0.04 -0.40 -0.67
H -7.1806 -4.2405 6.6264 0.63 0.51 0.22
H -7.1945 -2.4118 6.8235 0.35 -0.83 -0.03
H -5.2509 -2.0440 5.3944 -0.40 -0.69 -0.23
H -5.4140 -3.7565 4.6979 0.37 1.07 1.46
H -5.4691 -5.1289 7.5266 0.34 0.13 -0.17
H -3.7709 -4.9037 7.9541 0.36 -0.09 0.66
H -4.7161 -5.8891 5.2494 0.16 0.08 0.17
H -4.0377 -6.8517 6.5739 -0.05 0.86 -0.58
H -2.4577 -6.2095 4.7105 0.54 -0.50 1.03
H -1.8558 -5.5837 6.4056 -0.52 -0.49 -0.84
H -3.3651 -4.1056 4.1469 0.22 -0.31 0.39
H -1.6581 -3.9403 4.4621 -0.95 -0.06 1.04
H -3.1263 -2.2341 5.6317 0.39 0.77 0.08
H -2.4051 -3.2573 6.9238 0.81 0.12 0.54
H -5.5218 -2.7454 8.2676 0.28 0.24 -0.14
H -4.5741 -1.4709 7.4373 0.11 -0.52 -0.10
H -3.8077 -2.6659 8.5151 0.82 -0.24 0.27
C -4.6142 -2.6672 0.3316 1.35 -0.34 -0.08
C -5.3311 -3.9307 -0.1157 0.36 -0.13 1.28
C -6.6544 -3.6232 -0.6667 -1.18 1.21 -2.04
N -6.7042 -3.2800 -2.1678 -1.08 0.12 -0.89
C -6.6740 -4.5079 -3.0472 1.00 -1.27 0.41
C -7.7347 -5.5497 -2.8044 -1.70 -0.15 -0.45
C -9.1332 -4.9188 -2.9426 -0.37 1.33 -1.82
C -9.2950 -3.5506 -2.2088 0.19 -1.05 0.77
C -8.0936 -2.6406 -2.4587 0.39 -0.59 -0.81
C -5.6453 -2.2993 -2.6681 -1.66 -0.61 -1.14
H -5.2508 -2.0848 0.9922 -0.05 0.29 -0.08
H -4.2854 -2.1136 -0.5611 -0.10 0.11 0.62
H -3.6930 -2.9062 0.9130 -0.61 0.08 -0.44
H -5.5881 -4.5149 0.7814 0.44 -0.17 -0.20
H -4.7525 -4.5389 -0.7937 0.37 -0.28 -0.12
H -7.0475 -2.6991 -0.2213 -0.20 -0.50 0.26
H -7.3519 -4.4432 -0.6354 -0.25 -0.06 0.61
H -5.7485 -5.0577 -2.9410 0.73 0.51 0.30
H -6.6841 -4.2344 -4.0864 -0.14 0.70 -0.38
H -7.6897 -6.0020 -1.8301 0.48 -0.36 0.48
H -7.5921 -6.3778 -3.5627 -0.13 0.98 0.83
H -10.0040 -5.5684 -2.7662 0.58 0.06 0.18
H -9.2101 -4.6098 -4.0239 -0.09 -0.52 0.68
H -9.5365 -3.7101 -1.1472 0.54 0.09 -0.05
H -10.1899 -3.0327 -2.5509 0.10 0.05 -0.38
H -8.1062 -1.7490 -1.8526 -0.18 0.46 -0.06
H -8.0902 -2.4198 -3.5636 0.18 0.09 1.16
H -5.7024 -1.3835 -2.0929 0.26 -0.07 0.35
H -6.0115 -2.0449 -3.6984 0.75 -0.27 0.79
H -4.6935 -2.8201 -2.7011 0.15 0.30 0.16
C 4.7582 1.3987 2.1360 -0.65 0.64 0.05
C 4.4680 1.3518 3.6382 -0.08 -0.27 -1.76
C 2.9846 0.9976 3.9630 1.57 -0.43 0.84
C 2.9545 0.7596 5.4299 -1.69 -1.91 1.17
C 3.8176 -0.4423 5.8192 0.65 -0.89 -0.66
C 5.3665 -0.2775 5.6083 -1.64 0.04 -0.51
N 5.3942 0.3432 4.2126 6.63 -1.25 -2.25
O 6.4754 0.0929 3.5397 -5.62 1.06 3.23
C 6.1136 -1.6413 5.5474 0.45 2.47 -1.56
C 5.8791 0.7026 6.6934 -1.31 -1.39 -0.29
C 5.0205 2.6672 4.2270 -0.60 -0.17 0.22
H 4.0632 2.1874 1.7952 0.17 -0.74 -0.35
H 4.6966 0.4369 1.6077 -0.44 0.34 0.32
H 5.7454 1.7899 1.9956 0.63 0.22 -0.20
H 2.7705 0.0356 3.5268 -0.14 -0.05 -0.75
H 2.2560 1.7424 3.7028 0.16 0.58 -0.61
H 1.8993 0.4558 5.7415 1.23 0.71 -0.26
H 3.2583 1.6170 5.9758 -0.11 0.88 0.69
H 3.5722 -1.3135 5.1955 -0.39 0.18 0.07
H 3.6269 -0.7334 6.8418 0.17 -0.03 0.38
H 5.8924 -2.0800 6.4319 -0.54 -1.52 2.95
H 7.1925 -1.5999 5.4282 0.04 0.45 0.12
H 5.7541 -2.2818 4.7829 -0.64 -0.36 -0.93
H 5.7216 0.1703 7.6261 -0.13 -0.14 0.16
H 5.3316 1.6244 6.7587 0.01 0.28 -0.10
H 6.9035 0.8069 6.6052 2.15 0.74 -0.27
H 4.8140 2.7145 5.2670 -0.23 0.26 0.84
H 4.4664 3.4843 3.7730 0.23 0.07 -0.27
H 6.0978 2.7135 4.1253 0.09 0.24 -0.43
C 2.2152 -4.0022 -3.6878 0.24 0.94 0.17
C 1.9240 -5.3458 -3.0225 -1.25 -0.79 -0.64
C 3.1296 -5.8693 -2.2701 2.47 0.23 -0.01
C 2.8884 -7.0106 -1.3044 -2.14 -0.61 -0.04
C 1.8663 -6.6456 -0.2022 0.17 1.40 0.29
C 0.5071 -6.1267 -0.7850 -0.87 0.55 -1.81
N 0.9490 -5.0728 -1.8669 1.74 3.92 2.06
O 0.9358 -3.8961 -1.4975 -0.62 -3.64 -1.10
C -0.4297 -5.3336 0.1283 0.13 -0.24 -0.40
C -0.3145 -7.2244 -1.5437 2.63 -0.57 0.51
C 1.3077 -6.3969 -4.0036 0.92 1.04 -0.71
H 1.2586 -3.5368 -3.9130 0.07 0.14 -0.38
H 2.8755 -3.9909 -4.5524 -0.49 -1.07 -0.53
H 2.8049 -3.2651 -3.1117 -0.64 -0.58 0.72
H 3.5579 -4.9932 -1.7541 -0.26 -0.25 0.34
H 3.9797 -6.0887 -2.9975 -1.37 -0.10 0.51
H 3.7553 -7.3866 -0.8171 0.99 0.01 0.22
H 2.4459 -7.8863 -1.8128 0.44 0.32 -0.17
H 2.3167 -5.8800 0.4921 -0.56 -0.43 -0.70
H 1.6129 -7.4969 0.4247 -0.01 -0.25 -0.07
H -0.9027 -6.0677 0.7519 -0.33 -0.28 0.49
H -1.2047 -4.8011 -0.4453 0.22 -0.34 -0.03
H 0.0671 -4.6068 0.7438 0.44 0.22 0.31
H 0.3869 -8.0172 -1.8864 -0.58 0.47 0.18
H -0.8648 -6.8861 -2.3857 -0.55 0.57 -0.45
H -0.9299 -7.6799 -0.8146 -0.88 -0.45 0.66
H 1.2782 -7.4258 -3.6923 0.06 -0.16 0.57
H 2.0537 -6.3642 -4.7989 -0.14 -0.17 -0.31
H 0.3392 -6.1161 -4.4298 0.41 0.12 0.32
C 1.9486 5.3691 -4.4505 0.21 0.84 0.20
C 0.7400 5.7737 -5.2557 -0.20 -0.23 -0.08
C 1.0585 5.7214 -6.7681 -0.90 -0.32 1.04
C -0.2858 5.8248 -7.5401 1.49 0.98 -0.32
C -1.0834 4.5423 -7.3433 -1.08 0.51 -0.85
C -1.6479 4.4085 -5.9328 1.28 1.56 0.32
N -0.4318 4.7546 -4.9391 0.22 1.97 -4.93
O -0.4968 4.3323 -3.9015 -0.05 -1.78 5.04
C -2.0640 3.0429 -5.6125 -1.19 0.34 2.10
C -2.6853 5.5134 -5.4718 1.86 -0.98 0.02
C 0.2542 7.1855 -4.7371 1.31 -0.46 -0.09
H 2.4756 4.4705 -4.7389 -0.28 -0.07 -0.15
H 1.7830 5.3933 -3.3800 -0.09 -0.09 0.21
H 2.5729 6.2227 -4.6891 0.69 0.05 0.25
H 1.5858 4.7711 -6.9647 -0.52 0.40 -0.05
H 1.8150 6.4913 -6.9107 -0.37 0.42 -0.41
H -0.0083 6.0201 -8.5903 -0.51 -0.37 0.25
H -0.8554 6.7455 -7.2191 0.45 -1.01 -0.31
H -0.5362 3.6174 -7.5818 0.13 0.54 0.09
H -1.9316 4.5936 -8.0664 0.29 -0.26 0.63
H -3.0347 2.8871 -5.9999 -1.19 -0.18 -0.46
H -2.1034 2.8987 -4.5338 -0.45 0.19 0.16
H -1.4654 2.2540 -5.8857 1.80 -1.44 -1.31
H -3.2595 5.1806 -4.5905 0.25 0.30 -0.53
H -3.2411 5.7175 -6.3392 -1.43 0.06 -0.90
H -2.1332 6.4396 -5.3241 -0.30 -0.03 0.53
H -0.5992 7.5612 -5.3174 0.57 0.23 0.36
H 1.1819 7.8481 -4.7990 -1.47 -0.65 -0.25
H 0.0400 7.1214 -3.6552 -0.23 -0.03 -0.49
C -0.6591 1.1396 1.7872 -0.96 0.04 -2.02
C -0.3408 -0.3279 1.3046 0.67 0.76 2.07
C -1.5385 -0.9393 0.5001 0.76 0.19 1.29
C -1.6559 -0.3989 -0.8950 0.07 0.23 -1.48
C -0.2976 -0.6160 -1.5533 -1.14 -1.47 -1.13
C 0.8874 0.0344 -1.0158 2.06 2.66 0.40
N 1.0350 -0.1246 0.5301 -9.44 -1.96 -4.81
O 1.9626 0.0952 1.0727 7.06 1.31 3.98
C 0.9253 1.6287 -1.1046 1.04 -1.79 -0.54
C 2.1609 -0.4999 -1.6114 0.84 -0.72 -0.90
C -0.0138 -1.2010 2.5674 -0.48 -0.71 -0.98
H -1.0255 1.7548 0.9633 0.03 -0.28 -0.74
H 0.1142 1.7911 2.1231 1.03 -0.36 0.90
H -1.5608 1.1933 2.3728 0.02 -0.62 0.92
H -2.3871 -0.8160 1.1924 0.10 0.31 -0.44
H -1.3851 -2.0277 0.4636 0.09 0.19 -0.28
H -2.0098 0.6367 -1.1004 0.31 -0.41 0.94
H -2.3187 -0.9984 -1.5308 -0.17 -0.16 0.51
H -0.3718 -0.4398 -2.6370 0.28 0.56 0.44
H -0.0557 -1.6829 -1.5461 -0.37 -0.26 0.20
H 1.3777 1.9332 -2.0638 0.00 -0.28 0.78
H 1.4589 1.9354 -0.2292 0.54 0.79 -0.02
H -0.0378 2.0217 -1.0619 -1.74 0.69 0.07
H 2.3856 -1.5250 -1.2921 -0.42 0.17 -0.17
H 3.0217 0.0634 -1.2483 -0.03 0.23 -0.27
H 2.1261 -0.4866 -2.7384 -0.09 0.29 1.20
H -0.7512 -0.9357 3.3330 0.33 -0.09 -0.06
H 1.0160 -1.2153 2.9411 -0.20 0.69 -0.13
H -0.1745 -2.2544 2.2782 -0.14 0.23 0.17
C 7.8326 -0.5102 -4.8506 -1.17 1.34 1.40
C 6.9292 -0.3923 -3.5477 -0.35 1.62 -1.56
C 7.1213 -1.3883 -2.4570 1.17 -1.33 0.56
C 8.4455 -1.3141 -1.6479 -1.17 -1.11 -0.23
C 8.4692 0.0012 -0.9252 -0.57 -0.76 0.72
C 8.5246 1.1524 -1.9198 0.26 -1.33 -1.14
N 7.2842 0.9580 -2.8705 1.55 -2.22 1.10
O 6.4975 1.7932 -2.8516 -1.66 2.10 -0.60
C 9.7207 1.2237 -2.8755 1.21 -0.80 0.90
C 8.3314 2.4537 -1.2998 -0.03 0.78 0.36
C 5.4467 -0.2275 -3.8742 0.30 -0.06 -0.06
H 8.8364 -0.6620 -4.5533 1.17 0.34 0.19
H 7.6778 0.4536 -5.4114 0.36 -1.27 0.15
H 7.6372 -1.4057 -5.4065 -0.90 -0.22 -0.44
H 7.1075 -2.3217 -3.0048 -0.21 -0.57 0.12
H 6.2932 -1.3955 -1.7332 0.05 0.13 -0.34
H 9.3207 -1.5142 -2.2460 0.32 0.36 -0.50
H 8.4419 -2.1948 -0.9909 -0.18 0.49 0.26
H 9.2106 -0.0234 -0.1222 0.54 0.69 -0.54
H 7.5414 0.0930 -0.3252 0.10 0.03 -0.42
H 10.1263 0.2619 -3.2756 -0.45 0.86 0.56
H 10.5279 1.7672 -2.3378 -0.36 -0.53 -0.30
H 9.4418 1.8571 -3.6810 -0.10 0.53 -0.97
H 8.6519 3.1907 -2.0118 -0.58 0.91 -0.20
H 9.0766 2.4879 -0.5466 0.58 0.19 1.10
H 7.3387 2.5833 -0.8735 0.19 0.33 -0.03
H 5.0433 -1.1697 -4.1829 -0.12 -0.71 -0.10
H 5.1728 0.4777 -4.6476 0.38 0.26 -0.20
H 4.9363 0.0934 -2.9816 -0.44 -0.06 0.31
C -2.0654 9.3215 0.2149 0.64 0.32 0.52
C -1.0984 8.2558 0.8939 -1.52 -0.43 0.19
C -0.9636 8.4217 2.3887 -0.63 0.91 0.81
C -2.2601 8.2180 3.1980 1.29 0.84 0.27
C -2.8198 6.8483 2.9782 0.60 -1.10 1.23
C -2.9276 6.2997 1.5793 0.82 0.42 -0.94
N -1.6837 6.8223 0.7424 -0.03 -0.36 -2.67
O -1.2913 6.1784 -0.2046 -0.99 1.13 2.52
C -4.1264 6.8473 0.7567 -0.65 -1.23 0.91
C -2.7819 4.7877 1.4935 0.11 -0.88 -1.57
C 0.1974 8.2572 0.2056 2.26 1.61 -2.07
H -1.6146 10.2642 0.5471 0.04 -0.08 -0.16
H -3.0782 9.3970 0.5785 -0.24 -0.53 0.41
H -2.1356 9.3888 -0.8798 0.48 -0.66 0.27
H -0.5630 9.4105 2.6568 0.00 -0.17 -0.51
H -0.2070 7.7191 2.6793 0.37 -0.55 0.52
H -2.9790 9.0116 3.0115 -0.10 0.12 -0.26
H -1.9622 8.3471 4.2711 -0.44 -0.33 -0.83
H -3.8166 6.8358 3.4227 0.03 -0.55 0.06
H -2.1213 6.1512 3.5102 -0.85 0.39 -0.10
H -4.8152 5.9841 0.6749 0.09 0.52 0.18
H -3.8759 7.0753 -0.2577 0.19 0.45 -0.54
H -4.6465 7.6592 1.2750 0.26 -0.04 -0.30
H -1.7018 4.5095 1.6464 -1.17 0.03 0.38
H -2.9750 4.5304 0.3945 0.03 -0.06 1.58
H -3.4970 4.2112 2.1504 0.90 0.80 -0.62
H 0.0626 8.0126 -0.8513 -0.18 0.32 -0.08
H 1.0861 7.6212 0.4355 -1.08 0.33 0.95
H 0.5134 9.3504 0.2206 -0.04 -1.38 0.01
N 1.2914 5.4276 2.4772 0.32 0.55 -2.73
S 1.9893 4.6495 1.3192 0.54 -0.03 -2.53
O 2.1254 3.2380 1.4853 0.38 -0.32 1.00
O 3.0687 5.3948 0.7183 -1.27 -0.47 0.78
F 0.8663 4.5691 0.0653 0.54 0.98 1.48
S 0.9807 4.8542 3.8586 -1.83 -0.66 1.20
O 0.1471 5.7890 4.5226 -0.05 0.28 0.45
O 2.0707 4.2402 4.5129 0.71 -0.47 0.36
F -0.0347 3.6357 3.5469 0.47 0.29 0.00
C -4.3831 1.3126 4.9655 -0.79 -0.84 1.88
F -4.7553 0.6322 6.1365 0.52 -0.11 -0.92
F -5.3881 2.1499 4.7762 -0.26 0.24 -0.82
F -3.3237 2.0366 5.3111 0.37 -0.21 -0.50
S -4.0964 0.0941 3.5593 -1.16 1.65 0.59
O -5.3292 -0.6647 3.4713 0.30 0.32 -0.15
O -3.7769 1.0359 2.5184 -0.39 0.06 -0.86
O -2.9641 -0.6464 4.0082 1.30 -1.32 0.72
C -1.9312 -2.6828 -4.6503 -0.55 0.35 1.13
F -2.9935 -1.8426 -4.6125 0.09 0.11 -0.03
F -1.7492 -3.0445 -5.8859 0.25 -0.42 -0.92
F -0.8673 -2.0039 -4.2275 0.54 0.35 -0.02
S -2.2878 -4.0694 -3.5114 0.66 0.01 -0.55
O -2.5661 -3.4502 -2.2489 -0.19 0.80 1.27
O -3.4077 -4.6387 -4.1657 -1.68 -0.96 -0.59
O -1.0967 -4.8837 -3.4999 0.62 -0.10 -0.02
C 5.8356 -3.0583 1.3413 -0.59 0.39 -0.02
F 6.2006 -3.6745 2.4514 0.66 0.28 0.62
F 6.5690 -1.9049 1.1551 -0.60 -0.68 0.51
F 6.1679 -3.8552 0.3319 -0.17 -0.13 -0.45
S 3.9786 -2.7462 1.4443 0.49 -1.72 -1.55
O 3.7937 -1.7142 2.3917 0.27 2.25 1.91
O 3.7168 -2.3651 0.0788 -0.10 0.10 -0.62
O 3.4011 -3.9911 1.8704 0.17 -0.67 -0.22
C 1.9481 0.4140 -5.9461 0.66 -1.27 2.17
F 2.8311 -0.4188 -5.1897 -1.26 0.88 -0.97
F 2.5965 0.7499 -7.0247 0.21 0.21 -0.58
F 0.9060 -0.3581 -6.2628 0.17 0.52 0.12
S 1.5768 1.9344 -4.8664 0.41 -0.74 -0.39
O 1.3286 2.9173 -5.9065 -0.65 -0.06 -0.02
O 0.4384 1.6251 -4.0163 0.22 -0.14 -0.73
O 2.8297 2.1245 -4.1685 -0.13 -0.07 0.05